1.
69
Properties=species:S:1:pos:R:3:forces:R:3:mulliken_charge:R:1 method="wB97M-V/def2-TZVPD" molar_mass_da=540.5 charge=+1 spin_multiplicity=5 lumo_ha="-0.1088 / -0.1089" homo_ev="-7.6 / -7.6" s_squared=6.008 total_energy_ha=-2084.4392
Ho 0.627 0.912 0.187 -0.407 -4.077 0.108 0.291
C 3.045 1.593 -2.687 0.260 -0.569 -0.802 -0.892
C 3.044 2.495 -1.484 0.144 0.413 1.467 -0.650
N 2.822 1.674 -0.218 1.258 0.916 -0.372 -0.047
C 3.265 2.396 1.018 0.952 -0.274 -0.817 -0.910
C 2.254 3.429 1.431 -1.085 0.231 1.552 -0.598
N 0.921 2.759 1.712 0.217 -0.775 1.876 -0.078
C -0.288 3.633 1.959 0.129 -1.500 0.125 -0.813
C -1.433 3.575 0.913 -0.248 -1.087 0.964 -0.478
C -2.171 2.196 0.707 -1.881 0.752 -1.199 -0.858
N -1.614 1.292 -0.347 -0.091 0.150 -0.583 0.139
C -1.905 1.665 -1.775 -0.031 0.685 0.614 -0.769
C -0.801 1.200 -2.709 1.116 1.213 -0.250 -0.298
N 0.579 1.528 -2.144 -1.156 -0.203 0.040 -0.023
C 1.656 1.064 -3.026 -0.859 -0.563 -0.911 -0.540
H 3.689 0.704 -2.577 -0.001 0.450 0.589 0.339
H 3.492 2.049 -3.589 -0.366 0.344 0.573 0.363
H 2.212 3.253 -1.467 0.900 -0.533 -0.374 0.242
H 3.984 3.079 -1.392 -0.400 -0.436 -0.050 0.467
H 3.325 0.793 -0.293 0.348 0.147 -0.101 0.339
H 4.231 2.938 0.853 -0.557 -0.537 0.016 0.404
H 3.471 1.626 1.800 -0.406 0.651 -0.332 0.365
H 2.066 4.260 0.733 0.278 -0.502 -0.088 0.374
H 2.651 3.890 2.362 -0.354 -0.040 -0.475 0.405
H 1.009 2.261 2.652 0.362 0.677 -1.697 0.346
H 0.100 4.613 1.970 0.050 1.440 0.403 0.381
H -0.595 3.303 2.984 -0.397 0.783 -0.956 0.365
H -1.114 3.977 -0.042 0.171 0.086 -0.265 0.240
H -2.204 4.266 1.300 0.337 -0.232 -0.233 0.417
H -3.225 2.470 0.336 1.292 -0.376 0.881 0.412
H -2.290 1.629 1.641 0.133 0.158 -0.206 0.489
H -1.919 0.308 -0.261 -0.116 0.405 0.482 0.071
H -2.042 2.777 -1.879 0.174 -0.961 0.366 0.359
H -2.839 1.196 -2.097 -0.024 0.150 0.043 0.357
H -0.917 1.828 -3.632 0.026 -1.112 0.327 0.439
H -0.834 0.123 -2.882 0.134 0.398 -0.199 -0.134
H 0.640 2.534 -2.148 -0.208 0.447 -0.046 0.246
H 1.369 1.367 -4.033 0.200 -0.031 -0.279 0.507
H 1.622 -0.028 -3.021 0.068 0.041 0.102 0.247
C -1.811 -2.196 -3.005 1.795 -1.856 0.654 -1.233
C -0.816 -2.870 -1.916 -0.245 1.668 -0.852 0.526
C -0.584 -4.376 -2.211 0.002 0.805 1.081 -1.399
C -1.356 -2.675 -0.530 0.126 0.355 1.597 0.337
C -2.656 -3.052 -0.170 -0.084 0.189 0.772 0.226
C -3.091 -3.118 1.183 0.075 0.537 -2.032 -1.395
C -2.136 -3.016 2.173 0.375 -0.495 -0.462 -0.488
C -0.844 -2.594 1.873 -0.698 -0.215 -0.640 0.351
C 0.258 -2.832 2.825 1.535 0.599 0.193 0.880
C 0.945 -1.480 3.329 -0.051 -0.610 0.444 -0.886
C -0.122 -3.764 3.977 1.070 1.646 1.236 -1.950
C -0.485 -2.115 0.536 -4.211 -2.601 0.257 -0.576
N 0.403 -1.229 0.305 3.090 5.052 -1.063 -0.293
H -1.289 -2.340 -4.010 -0.976 0.625 1.060 0.387
H -1.932 -1.145 -2.669 -0.538 -0.946 -0.638 0.101
H -2.725 -2.828 -2.960 0.286 0.968 -0.325 0.477
H 0.131 -2.234 -1.945 -0.811 -1.109 -0.136 0.004
H -1.419 -4.953 -1.785 0.172 0.183 -0.134 0.311
H 0.333 -4.690 -1.650 -0.617 -0.007 -0.964 0.354
H -0.605 -4.525 -3.285 0.638 -0.370 -0.155 0.422
H -3.366 -3.322 -0.955 0.143 0.034 0.172 0.257
H -4.139 -3.213 1.404 -0.180 -0.514 0.074 0.431
H -2.408 -3.533 3.090 0.276 0.745 0.338 0.362
H 1.052 -3.283 2.189 -0.203 -0.039 0.584 0.283
H 0.271 -0.619 3.495 -0.168 -0.484 -0.181 0.094
H 1.674 -1.212 2.580 0.111 0.277 -0.329 0.140
H 1.515 -1.596 4.259 -0.209 -0.296 0.038 0.457
H -0.728 -3.161 4.652 -0.146 0.064 0.304 0.458
H 0.771 -4.036 4.573 -0.367 -0.054 -0.431 0.363
H -0.724 -4.617 3.789 -0.154 -0.883 -0.757 0.479

2.
78
Properties=species:S:1:pos:R:3:forces:R:3:mulliken_charge:R:1 method="wB97M-V/def2-TZVPD" molar_mass_da=953.9 charge=+1 lumo_ha="-0.2017 / -0.1989" homo_ev="-10.4 / -10.4" total_energy_ha=-5169.4528
Os 0.819 0.182 0.359 -1.394 0.976 2.170 1.176
S 0.891 -0.083 2.700 -0.065 0.612 -1.768 -0.218
C 2.285 0.746 3.252 0.419 -0.165 -0.059 0.217
C 2.343 0.972 4.657 0.151 -0.007 0.293 -0.240
N 2.325 1.137 5.795 0.004 0.034 -0.065 -0.458
C 3.282 1.135 2.395 -0.574 -0.299 0.050 0.846
S 3.235 0.828 0.712 -1.817 -0.803 -0.607 -0.245
C 4.447 1.800 2.876 0.320 0.156 0.071 -0.408
N 5.397 2.344 3.226 -0.085 -0.030 -0.001 -0.404
C 1.426 0.529 -4.589 -0.168 -0.085 0.237 -1.570
Si 1.731 0.499 -2.729 0.846 0.158 -0.165 0.198
C 2.586 2.145 -2.362 -0.238 -0.277 0.025 -0.881
C 2.918 -0.927 -2.365 -0.204 0.316 -0.122 -0.864
N 0.332 0.282 -1.619 1.303 0.460 1.208 0.326
C -0.984 0.130 -1.978 -1.142 -0.250 -0.081 0.314
C -1.387 -0.204 -3.288 0.261 0.049 0.227 -0.578
C -2.710 -0.318 -3.648 -0.202 -0.003 0.049 -1.277
C -3.706 -0.118 -2.699 0.126 -0.039 0.029 -0.796
C -3.353 0.157 -1.388 -0.107 -0.052 0.140 -1.046
C -2.023 0.273 -1.022 -0.008 -0.262 -0.632 0.887
O -1.625 0.446 0.290 1.254 -0.429 -0.372 1.182
C -2.524 0.810 1.297 -0.146 0.188 0.551 0.050
C -3.392 1.881 1.154 0.245 0.052 -0.231 -0.331
C -4.247 2.199 2.198 -0.035 0.006 0.037 -0.776
C -4.222 1.471 3.378 0.022 -0.005 0.058 -0.682
C -3.312 0.435 3.528 -0.001 0.022 -0.018 -1.189
C -2.460 0.104 2.486 0.038 -0.109 -0.234 -0.029
H 2.334 0.932 -5.044 0.055 0.002 0.058 0.400
H 0.600 1.173 -4.892 0.031 0.040 0.009 0.426
H 1.267 -0.463 -5.016 -0.020 0.001 -0.002 0.393
H 3.623 2.058 -2.695 0.009 -0.004 -0.046 0.447
H 2.607 2.410 -1.307 0.025 0.021 0.004 0.239
H 2.131 2.969 -2.915 -0.043 -0.021 -0.023 0.233
H 3.822 -0.793 -2.965 -0.017 -0.014 -0.041 0.550
H 2.500 -1.904 -2.616 -0.041 0.001 -0.014 0.251
H 3.219 -0.934 -1.318 0.025 -0.051 0.034 0.154
H -0.624 -0.412 -4.020 -0.037 0.051 -0.011 0.375
H -2.968 -0.579 -4.665 0.004 0.015 -0.004 0.459
H -4.750 -0.208 -2.963 0.000 0.000 0.001 0.455
H -4.120 0.256 -0.635 -0.054 0.007 0.009 0.556
H -3.400 2.459 0.238 -0.015 -0.009 -0.015 0.608
H -4.933 3.028 2.088 -0.002 -0.004 -0.022 0.450
H -4.901 1.715 4.183 0.018 0.029 0.004 0.446
H -3.256 -0.122 4.453 -0.035 0.006 0.007 0.489
H -1.742 -0.697 2.592 -0.078 -0.027 0.000 0.408
I -0.162 5.500 -2.358 0.025 -0.140 0.267 0.094
C 0.113 4.537 -0.519 -0.125 0.159 -0.255 -0.856
C 0.266 5.247 0.661 0.002 -0.090 0.040 -0.212
C 0.435 4.527 1.833 -0.070 0.027 -0.086 -1.112
C 0.474 3.145 1.780 0.006 0.003 0.222 -0.301
N 0.360 2.464 0.637 0.694 -0.200 -0.668 0.541
C 0.160 3.155 -0.490 -0.080 0.215 -0.018 -0.481
H 0.247 6.328 0.671 0.010 0.005 -0.017 0.458
H 0.545 5.032 2.782 -0.010 -0.037 0.023 0.514
H 0.595 2.572 2.688 0.023 -0.044 -0.058 0.476
H 0.038 2.589 -1.401 0.054 -0.059 0.019 0.674
C -0.035 -4.520 -1.531 0.032 0.151 0.151 -1.553
C -0.244 -3.013 -1.412 -0.007 0.162 0.045 -0.303
As 0.515 -2.262 0.238 0.897 -0.954 -0.236 0.715
C -0.592 -3.115 1.631 -0.225 0.344 -0.075 -0.884
C -2.067 -3.280 1.268 0.161 0.007 -0.029 -1.202
C 2.159 -3.297 0.506 0.053 0.101 0.097 -0.866
C 2.871 -2.894 1.796 -0.112 0.034 -0.081 -1.018
H -0.608 -4.909 -2.373 0.008 -0.007 -0.007 0.442
H -0.365 -5.043 -0.632 0.009 -0.074 -0.037 0.327
H 1.016 -4.754 -1.698 -0.019 -0.074 0.007 0.342
H -1.306 -2.759 -1.420 0.037 0.053 0.013 0.424
H 0.212 -2.494 -2.255 0.010 0.069 0.052 0.261
H -0.488 -2.528 2.544 0.088 -0.042 0.000 0.622
H -0.140 -4.089 1.821 0.102 0.046 -0.033 0.674
H -2.534 -2.327 1.014 -0.045 -0.006 -0.029 0.117
H -2.604 -3.702 2.118 -0.039 0.020 -0.016 0.425
H -2.192 -3.962 0.428 -0.059 0.033 -0.007 0.333
H 2.817 -3.161 -0.352 -0.081 0.050 -0.076 0.437
H 1.871 -4.348 0.545 -0.058 0.029 -0.066 0.517
H 3.218 -1.862 1.738 0.019 -0.024 0.056 0.094
H 3.737 -3.533 1.968 -0.006 -0.017 0.000 0.456
H 2.205 -2.988 2.655 0.073 0.004 0.060 0.300

3.
12
Properties=species:S:1:pos:R:3:forces:R:3:mulliken_charge:R:1 method="wB97M-V/def2-TZVPD" molar_mass_da=129.1 charge=0 lumo_ha=-0.0170 homo_ev=-10.2 total_energy_ha=-701.3516 smiles="O=C1C=CC(OP)=N1"
C -0.919 0.986 -0.476 2.974 -1.417 0.612 -0.379
C -1.778 0.117 -0.927 -3.202 0.488 -1.071 -0.351
C 0.271 -0.008 -0.144 -0.702 1.437 1.207 0.894
C -1.267 -1.300 -0.863 -0.809 -0.845 -0.680 0.277
N 0.000 -1.252 -0.296 1.759 0.093 0.297 -0.528
O 1.300 0.589 0.445 0.019 -0.582 -0.576 -0.357
O -1.848 -2.299 -1.242 0.661 1.390 0.559 -0.514
P 2.758 -0.039 1.181 -0.007 -0.095 -3.565 0.043
H -0.807 2.048 -0.267 -0.475 -0.354 -0.345 0.407
H -2.792 0.335 -1.287 0.479 -0.223 0.155 0.389
H 2.131 -0.409 2.262 -1.277 -0.975 2.740 0.056
H 2.952 1.233 1.614 0.580 1.081 0.665 0.064